Entry 1:
# C14H17N3OOs

C14H17N3OOs as an isolated structure in a non-equilibrium geometry (ωB97M-V/def2-TZVPD, OMol25).

Each line ends with the Mulliken spin population.
Positions of all 36 atoms, in Å:
C  0.80  0.55  -3.05  -0.02
C  0.05  -2.26  -1.43  0.01
H  -0.15  0.38  -3.58  0.02
H  1.53  -0.15  -3.51  0.05
H  1.17  1.56  -3.24  0.01
H  -0.48  -2.83  -0.67  0.00
H  -0.66  -2.08  -2.25  0.05
H  0.83  -2.89  -1.89  0.03
C  -1.76  1.60  -1.40  0.11
C  -2.62  2.55  -0.86  0.15
C  -2.94  2.51  0.49  -0.03
C  -2.34  1.54  1.27  0.10
H  -1.57  1.54  -2.47  0.00
H  -3.05  3.29  -1.51  0.00
H  -3.62  3.22  0.95  0.00
H  -2.56  1.43  2.31  0.00
N  -1.07  0.75  -0.61  0.05
C  -1.38  0.69  0.72  0.12
C  -0.57  -0.21  1.54  0.12
N  0.47  -0.81  0.92  -0.01
C  1.24  -1.66  1.63  0.12
C  -0.02  -1.26  3.64  -0.02
C  1.02  -1.91  2.99  0.16
H  2.07  -2.14  1.12  0.01
H  1.66  -2.61  3.51  0.00
C  -0.82  -0.40  2.90  0.11
H  -1.64  0.14  3.34  0.00
H  -0.21  -1.40  4.70  0.00
Os  0.66  -0.39  -1.31  2.59
C  2.52  -1.08  -1.24  0.03
H  2.62  -2.18  -1.32  0.00
H  3.02  -0.77  -0.30  0.01
H  3.06  -0.63  -2.08  0.02
O  1.57  2.56  1.27  0.07
C  1.58  1.97  0.23  0.03
N  1.57  1.37  -0.81  0.10

## Properties
Net charge: +2
Spin multiplicity: 5
Energy relative to the best compared isomer or geometry (same formula, charge and spin) (kJ/mol): 0.0
Total energy (hartree): -873.0623
HOMO-LUMO gap (spin up / spin down) (eV): 6.90 / 3.87

***

Entry 2:
# C14H17N4OScSe2

C14H17N4OScSe2 as an isolated structure (ωB97M-V/def2-TZVPD, OMol25).

Each line ends with the natural charge from an NBO analysis.
Positions of all 39 atoms, in Å:
Sc  -0.52  -0.12  -0.11  1.81
Se  1.11  -2.31  1.08  0.24
Se  -0.44  -2.48  2.82  0.30
C  -0.94  -0.64  3.07  0.06
C  -1.27  -0.28  4.36  -0.26
C  -1.73  1.01  4.60  -0.09
C  -1.82  1.90  3.55  -0.22
C  -1.46  1.47  2.29  0.07
N  -1.04  0.21  2.04  -0.61
C  0.02  -3.05  -0.35  0.04
C  0.09  -4.37  -0.72  -0.23
C  -0.73  -4.80  -1.75  -0.09
C  -1.58  -3.89  -2.37  -0.22
C  -1.58  -2.58  -1.94  0.09
N  -0.79  -2.16  -0.95  -0.60
H  -1.16  -0.99  5.17  0.26
H  -1.99  1.31  5.61  0.26
H  -2.17  2.91  3.69  0.26
H  -1.53  2.13  1.43  0.22
H  0.76  -5.05  -0.21  0.26
H  -0.71  -5.83  -2.07  0.26
H  -2.24  -4.20  -3.17  0.26
H  -2.22  -1.83  -2.39  0.23
C  4.57  1.94  -0.81  -0.40
N  3.23  2.25  -1.35  -0.42
C  3.10  3.37  -2.30  -0.40
C  2.21  1.57  -1.00  0.69
N  1.27  0.94  -0.68  -0.66
H  4.95  2.82  -0.29  0.23
H  5.24  1.69  -1.64  0.23
H  4.51  1.10  -0.13  0.23
H  3.44  4.29  -1.82  0.23
H  2.07  3.48  -2.61  0.23
H  3.72  3.17  -3.17  0.23
C  -2.92  1.43  -1.60  -0.25
O  -1.86  0.75  -0.96  -0.84
H  -2.78  1.38  -2.68  0.20
H  -2.94  2.47  -1.29  0.19
H  -3.87  0.96  -1.34  0.20

## Properties
Net charge: +2
Total energy (hartree): -6401.1426
HOMO-LUMO gap (eV): 8.29

***

Entry 3:
# C14H17NO4S2

One molecule with the formula C14H17NO4S2 in a non-equilibrium geometry (ωB97M-V/def2-TZVPD, OMol25).

Each line ends with the natural charge from an NBO analysis.
Positions of all 38 atoms, in Å:
C  -4.23  0.57  -1.91  -0.63
C  -2.90  1.22  -1.84  -0.07
O  -2.03  0.32  -1.19  -0.50
C  -0.80  0.85  -1.16  0.81
O  -0.60  2.01  -1.49  -0.60
C  0.09  -0.21  -0.43  -0.34
C  1.64  0.10  -0.71  0.01
C  2.05  1.42  -1.07  -0.22
C  3.35  1.65  -1.55  -0.17
C  4.25  0.56  -1.62  0.02
N  5.63  0.80  -1.90  0.50
O  6.40  -0.19  -1.72  -0.38
O  5.96  1.95  -2.27  -0.37
C  3.84  -0.73  -1.22  -0.19
C  2.56  -0.94  -0.76  -0.16
C  -0.61  -0.32  1.05  -0.54
S  -2.26  -1.08  1.00  0.26
C  -2.72  -1.06  2.72  -0.55
C  -1.71  -1.90  3.54  -0.43
C  -0.33  -1.24  3.59  -0.56
S  0.48  -1.29  2.05  0.26
H  -4.90  1.30  -2.36  0.21
H  -4.21  -0.31  -2.54  0.21
H  -4.64  0.28  -0.94  0.22
H  -2.41  1.30  -2.80  0.19
H  -2.92  2.16  -1.30  0.19
H  0.00  -1.28  -0.69  0.25
H  1.33  2.26  -1.12  0.27
H  3.65  2.62  -1.98  0.25
H  4.49  -1.56  -1.43  0.25
H  2.18  -1.91  -0.48  0.22
H  -0.46  0.80  1.19  0.23
H  -3.78  -1.41  2.70  0.25
H  -2.64  0.02  2.95  0.22
H  -2.09  -1.88  4.55  0.21
H  -1.68  -2.92  3.13  0.22
H  -0.41  -0.17  3.80  0.22
H  0.44  -1.75  4.20  0.25

## Properties
Net charge: 0
Total energy (hartree): -1695.6074
Structure (SMILES): CCOC(=O)[C@@H](c1ccc([N+](=O)[O-])cc1)C1SCCCS1
HOMO-LUMO gap (eV): 7.69

***

Entry 4:
# C14H18AlN2O3S2

C14H18AlN2O3S2 as an isolated structure in a non-equilibrium geometry (ωB97M-V/def2-TZVPD, OMol25).

Each line ends with the natural charge from an NBO analysis.
Positions of all 40 atoms, in Å:
C  -2.99  -2.95  -0.20  -0.63
C  -3.07  -1.86  -1.40  -0.42
C  -4.44  -1.00  -1.22  -0.44
C  -4.17  0.55  -0.84  -0.12
O  -3.83  0.78  0.57  -0.43
C  -2.42  0.89  0.58  0.57
C  -1.77  2.26  0.15  0.19
N  -0.37  2.53  0.07  -0.34
C  0.37  1.37  0.45  0.28
C  1.96  1.48  0.37  0.05
C  2.59  2.87  -0.13  -0.68
C  2.93  0.32  0.72  0.06
C  4.53  0.44  0.63  -0.71
S  5.18  0.55  -1.11  1.80
O  6.64  0.14  -1.04  -0.77
O  4.43  -0.37  -2.06  -0.83
C  2.26  -1.04  1.23  0.01
S  3.23  -2.52  1.73  0.54
C  0.70  -1.16  1.32  -0.26
C  -0.26  0.01  0.93  0.06
N  -1.68  -0.25  1.00  -0.48
H  -3.51  -3.92  -0.53  0.26
H  -1.90  -3.25  0.04  0.19
H  -3.52  -2.57  0.75  0.21
H  -3.08  -2.47  -2.38  0.26
H  -2.14  -1.19  -1.46  0.17
H  -4.93  -0.99  -2.27  0.28
H  -5.20  -1.50  -0.53  0.26
H  -5.16  1.11  -1.07  0.27
H  -3.40  0.94  -1.60  0.21
H  -2.49  3.12  -0.16  0.32
H  3.73  2.89  -0.14  0.25
H  2.23  3.03  -1.21  0.29
H  2.21  3.78  0.46  0.30
H  4.93  1.33  1.27  0.33
H  5.02  -0.50  1.10  0.31
H  5.20  1.88  -1.59  0.12
H  2.43  -3.17  2.67  0.23
H  0.23  -2.15  1.67  0.31
Al  -0.52  0.58  3.23  0.99

## Properties
Net charge: +3
Energy relative to the best compared isomer or geometry (same formula, charge and spin) (kJ/mol): 444.4
Total energy (hartree): -1916.7084
HOMO-LUMO gap (eV): 3.17

***

Repeat the fourth record exactly.
# C14H18AlN2O3S2

C14H18AlN2O3S2 as an isolated structure in a non-equilibrium geometry (ωB97M-V/def2-TZVPD, OMol25).

Each line ends with the natural charge from an NBO analysis.
Positions of all 40 atoms, in Å:
C  -2.99  -2.95  -0.20  -0.63
C  -3.07  -1.86  -1.40  -0.42
C  -4.44  -1.00  -1.22  -0.44
C  -4.17  0.55  -0.84  -0.12
O  -3.83  0.78  0.57  -0.43
C  -2.42  0.89  0.58  0.57
C  -1.77  2.26  0.15  0.19
N  -0.37  2.53  0.07  -0.34
C  0.37  1.37  0.45  0.28
C  1.96  1.48  0.37  0.05
C  2.59  2.87  -0.13  -0.68
C  2.93  0.32  0.72  0.06
C  4.53  0.44  0.63  -0.71
S  5.18  0.55  -1.11  1.80
O  6.64  0.14  -1.04  -0.77
O  4.43  -0.37  -2.06  -0.83
C  2.26  -1.04  1.23  0.01
S  3.23  -2.52  1.73  0.54
C  0.70  -1.16  1.32  -0.26
C  -0.26  0.01  0.93  0.06
N  -1.68  -0.25  1.00  -0.48
H  -3.51  -3.92  -0.53  0.26
H  -1.90  -3.25  0.04  0.19
H  -3.52  -2.57  0.75  0.21
H  -3.08  -2.47  -2.38  0.26
H  -2.14  -1.19  -1.46  0.17
H  -4.93  -0.99  -2.27  0.28
H  -5.20  -1.50  -0.53  0.26
H  -5.16  1.11  -1.07  0.27
H  -3.40  0.94  -1.60  0.21
H  -2.49  3.12  -0.16  0.32
H  3.73  2.89  -0.14  0.25
H  2.23  3.03  -1.21  0.29
H  2.21  3.78  0.46  0.30
H  4.93  1.33  1.27  0.33
H  5.02  -0.50  1.10  0.31
H  5.20  1.88  -1.59  0.12
H  2.43  -3.17  2.67  0.23
H  0.23  -2.15  1.67  0.31
Al  -0.52  0.58  3.23  0.99

## Properties
Net charge: +3
Energy relative to the best compared isomer or geometry (same formula, charge and spin) (kJ/mol): 444.4
Total energy (hartree): -1916.7084
HOMO-LUMO gap (eV): 3.17

***

Question: Which value of total energy does entry 3 give?
Answer: -1695.6074 hartree

***

Question: Which of these has the highest total energy?
Answer: C14H17N3OOs